Record 1
{"formula": "C4H14BN2O7P", "method": "the ωB97M-V functional and the def2-TZVPD basis", "smiles": "NB(O)N(CP(=O)(O)O)C(=O)O.CCO", "largest_force_ev_per_a": 4.85, "homo_energy_ev": -10.17, "multiplicity": 1, "species": ["N", "B", "O", "N", "C", "P", "O", "O", "O", "C", "O", "O", "H", "H", "H", "H", "H", "H", "H", "H", "C", "C", "O", "H", "H", "H", "H", "H", "H"], "coordinates": [[2.224353, -3.457488, 0.526882], [2.054021, -2.009046, 0.781249], [3.072560, -1.358192, 1.596825], [0.932456, -1.155162, 0.287652], [-0.151566, -1.927953, -0.386311], [-1.584988, -2.378549, 0.789492], [-2.887538, -1.751627, 0.254220], [-1.849137, -4.058846, 0.873693], [-1.358857, -1.791349, 2.356944], [1.421477, -0.107994, -0.622553], [1.906841, -0.387763, -1.726293], [1.298754, 1.233382, -0.238093], [2.092206, -3.697722, -0.468786], [3.233594, -3.629750, 0.682714], [3.735715, -0.993893, 0.976065], [-0.630444, -1.217341, -1.146111], [0.196223, -2.826425, -0.983851], [-1.810484, -4.428671, -0.034609], [-1.318116, -0.811618, 2.273762], [1.837480, 1.706757, -0.914212], [-2.159534, 4.212664, -0.878550], [-0.997781, 3.320849, -0.486741], [0.154859, 4.107202, -0.201809], [-1.903140, 4.812915, -1.754778], [-3.048183, 3.619334, -1.105315], [-2.400069, 4.911407, -0.072151], [-0.747413, 2.640063, -1.301742], [-1.244142, 2.724558, 0.397407], [-0.069146, 4.700256, 0.525001]], "forces_ev_per_angstrom": [[0.924, 1.891, -0.943], [1.280, 0.157, 1.016], [-0.984, -0.476, -1.968], [0.492, -0.210, -0.897], [-0.477, 0.495, -0.780], [-4.727, 1.040, -0.375], [3.484, -1.234, 0.814], [1.550, 2.397, 0.032], [0.646, -1.212, -2.432], [0.740, 0.632, -1.581], [-1.023, 0.527, 2.510], [0.587, -2.759, -0.377], [-0.455, -0.037, 0.785], [-0.919, -0.192, 0.345], [-0.246, -0.158, 0.722], [0.260, -1.209, 1.173], [-0.329, 0.900, 0.834], [-0.079, 0.391, 0.683], [-0.087, -0.782, 0.016], [-0.613, -0.162, 0.474], [-0.097, 0.008, -0.115], [-0.205, 0.361, 0.227], [0.238, -0.075, -0.106], [0.000, -0.109, 0.016], [0.004, 0.066, 0.037], [-0.061, -0.105, 0.022], [0.123, 0.087, 0.096], [-0.097, -0.145, -0.120], [0.072, -0.084, -0.110]]}

Record 2
{"formula": "C4H14FeIN3S", "method": "the ωB97M-V functional and the def2-TZVPD basis", "e_above_lowest_kcal_mol": 82.3, "largest_force_ev_per_a": 3.85, "homo_energy_ev": [-5.53, -7.43], "multiplicity": 5, "species": ["C", "C", "H", "H", "H", "H", "H", "H", "Fe", "C", "H", "H", "H", "I", "N", "N", "C", "N", "S", "H", "H", "H", "H", "H"], "coordinates": [[1.484811, 1.978060, -1.449492], [0.847013, -0.571305, -2.634402], [1.088668, 2.423886, -2.402454], [2.409529, 1.351457, -1.612052], [1.178190, 2.243557, -0.422351], [-0.199673, -0.901741, -2.412999], [1.020051, 0.147352, -3.475294], [1.787157, -0.913049, -2.105145], [0.383662, 0.526564, -1.234276], [1.295131, -1.287281, 1.034032], [1.823466, -2.197076, 0.715626], [1.167121, -1.310729, 2.127857], [1.831510, -0.385446, 0.670660], [-1.705424, 1.378402, -2.011144], [-0.436442, 1.129058, 1.013066], [-1.288152, 0.283321, 1.820947], [-1.483228, -0.928007, 1.353660], [-2.505255, -1.686371, 1.822797], [-0.349856, -1.394077, 0.124549], [-0.891045, 2.042973, 1.075587], [0.387756, 1.259595, 1.611377], [-1.978890, 0.719003, 2.450147], [-2.669148, -2.593902, 1.454224], [-3.196953, -1.314243, 2.485081]], "forces_ev_per_angstrom": [[1.820, -0.654, -1.733], [1.582, 0.916, -0.523], [0.614, 0.235, 1.507], [-0.222, 1.627, 0.533], [0.688, 0.890, -0.603], [1.223, -0.905, -1.217], [-0.270, -1.375, 0.317], [-1.047, -0.805, -1.232], [-1.726, -0.539, 3.242], [0.263, -0.511, -0.340], [0.093, 0.392, 0.195], [-0.064, 0.141, -0.502], [-0.198, -0.556, 0.465], [-3.234, 1.154, -0.906], [-0.341, 1.084, 2.214], [0.270, 3.412, 1.754], [0.906, -2.283, -2.866], [-1.166, -0.127, 1.302], [-0.544, -1.238, 1.276], [0.036, -0.047, -0.747], [0.046, -0.029, -0.291], [0.608, -0.142, -0.859], [-0.049, -0.340, -0.183], [0.711, -0.298, -0.802]]}

Record 3
{"formula": "C4H14IN3O", "method": "the ωB97M-V functional and the def2-TZVPD basis", "smiles": "CC[C@H]([NH3+])N(I)[C@H]([NH3+])O", "largest_force_ev_per_a": 4.06, "homo_energy_ev": -17.12, "multiplicity": 1, "charge": 2, "species": ["C", "C", "C", "N", "N", "I", "C", "N", "O", "H", "H", "H", "H", "H", "H", "H", "H", "H", "H", "H", "H", "H", "H"], "coordinates": [[-2.047678, -0.074787, 0.155374], [-1.198348, -0.211789, -1.164625], [0.207421, 0.459865, -0.932446], [1.028759, 0.628134, -2.134324], [1.091252, -0.221522, 0.021613], [2.263545, -1.966160, -0.621980], [1.046317, 0.166724, 1.506000], [0.355622, -1.045629, 2.209681], [0.223070, 1.312297, 1.774927], [-1.596432, 0.834993, 0.633234], [-1.970847, -0.887626, 0.781238], [-3.097342, -0.027341, -0.227384], [-1.175157, -1.301524, -1.380126], [-1.620644, 0.536405, -1.922204], [0.112328, 1.475285, -0.537225], [1.132394, 1.560678, -2.773115], [0.779316, -0.211128, -2.725029], [1.962927, 0.358050, -1.868275], [2.058583, 0.316567, 1.907325], [0.455338, -1.879572, 1.599024], [0.582808, -1.225636, 3.195714], [-0.564449, -0.787725, 2.080278], [0.725338, 1.943516, 2.414394]], "forces_ev_per_angstrom": [[0.471, 2.809, -2.898], [0.524, 1.631, 0.357], [-0.734, -0.344, 1.967], [0.476, -0.103, -3.986], [0.468, 0.103, 1.866], [-1.154, 1.409, 0.894], [-0.020, 0.507, -1.356], [2.480, -0.335, -0.847], [2.536, -0.625, 0.770], [-1.613, -0.626, -0.060], [0.159, -2.045, 1.299], [0.753, 0.423, 1.018], [0.311, 0.893, -0.871], [-0.040, -1.801, 0.539], [-0.533, -0.187, 0.172], [-0.964, -2.514, 2.043], [0.126, 1.351, -0.247], [0.963, 0.448, 0.186], [-0.333, -0.447, -0.152], [0.417, 0.211, 0.738], [-0.016, 0.078, -0.235], [-3.125, 0.616, 0.370], [-1.152, -1.455, -1.565]]}

Record 4
{"formula": "C4H14IO5", "method": "the ωB97M-V functional and the def2-TZVPD basis", "e_above_lowest_kcal_mol": 10.0, "largest_force_ev_per_a": 1.71, "homo_energy_ev": -4.46, "multiplicity": 1, "charge": -1, "species": ["I", "O", "H", "H", "C", "C", "O", "O", "H", "H", "H", "H", "H", "H", "C", "C", "O", "O", "H", "H", "H", "H", "H", "H"], "coordinates": [[0.183908, -2.928719, -0.071891], [3.275698, -5.038389, -1.006802], [2.531340, -4.569828, -0.587108], [3.829611, -5.314699, -0.270571], [2.272314, 1.805780, 2.012291], [1.819210, 0.533800, 1.302014], [0.941644, -0.167313, 2.162507], [1.201782, 2.723359, 2.094022], [3.049531, 2.210915, 1.353556], [2.785448, 1.566475, 2.944277], [2.703814, -0.074733, 1.063123], [1.444146, 0.791643, 0.306457], [0.809540, -1.028295, 1.714392], [0.773022, 2.636304, 2.947973], [-2.213962, 0.420045, -1.057888], [-3.352990, 1.157340, -1.718851], [-3.094426, 1.577367, -3.039678], [-2.012638, -0.784486, -1.771466], [-2.558170, 0.145861, -0.056602], [-1.284018, 0.987412, -0.989798], [-3.615428, 2.043548, -1.114921], [-4.222878, 0.479239, -1.705849], [-3.657112, 2.300722, -3.303204], [-1.609380, -1.473355, -1.205980]], "forces_ev_per_angstrom": [[0.167, -0.076, 0.197], [-0.038, 0.002, 0.208], [0.005, 0.031, -0.229], [-0.061, 0.039, -0.013], [0.276, -0.859, -1.454], [0.868, 0.071, 0.619], [0.139, -0.200, -0.794], [0.246, 0.535, 0.420], [-0.140, 0.439, 0.099], [-0.412, 0.093, 0.359], [0.092, -0.038, 0.279], [-0.697, 0.055, 0.200], [-0.396, 0.073, 0.247], [-0.070, -0.213, -0.041], [-0.120, -1.017, -0.294], [-0.849, 0.540, 0.606], [0.904, -0.388, -0.540], [-0.090, -0.175, -0.291], [0.069, 0.426, 0.250], [-0.044, 0.263, -0.021], [0.119, -0.243, 0.097], [0.173, 0.088, -0.014], [-0.285, 0.143, 0.224], [0.145, 0.412, -0.114]]}

Record 5
{"formula": "C4H14N", "method": "the ωB97M-V functional and the def2-TZVPD basis", "e_above_lowest_kcal_mol": 35.4, "largest_force_ev_per_a": 5.51, "homo_energy_ev": -14.95, "multiplicity": 1, "charge": 1, "species": ["C", "C", "H", "H", "H", "H", "H", "H", "C", "C", "N", "H", "H", "H", "H", "H", "H", "H", "H"], "coordinates": [[-2.401385, 0.478167, -1.387764], [-2.042562, 1.207890, -0.085470], [-2.070674, -0.564369, -1.275986], [-3.457962, 0.316402, -1.539200], [-2.029556, 0.919922, -2.288291], [-0.911448, 1.122477, 0.094437], [-2.571054, 0.936656, 0.746595], [-2.264571, 2.297163, -0.283264], [1.801709, -0.659078, 0.017545], [1.225324, -1.731667, 0.858279], [1.895849, 0.657131, 0.786977], [2.883958, -0.997955, -0.350898], [1.164802, -0.639656, -0.928906], [1.606307, -1.864707, 1.851204], [1.511817, -2.696285, 0.322255], [2.339238, 0.659503, 1.667734], [2.376988, 1.267787, 0.180145], [0.827593, 1.084820, 0.859566], [0.115627, -1.794200, 0.755041]], "forces_ev_per_angstrom": [[-0.079, -1.635, 1.263], [1.947, 2.476, -3.270], [0.339, 0.154, -0.463], [-0.537, 0.522, 0.213], [0.528, 0.290, -0.329], [-1.347, 0.123, -0.066], [-1.231, -1.029, 2.079], [0.462, -0.921, 0.589], [1.995, -1.426, -1.386], [-1.067, -2.806, -1.550], [-4.962, 0.450, -2.350], [-2.116, 1.293, 1.009], [0.901, 1.077, 1.305], [0.021, 0.295, 0.619], [-0.211, 1.026, 0.696], [0.579, -0.490, 1.443], [0.842, 1.390, -0.695], [3.213, -1.247, 0.137], [0.722, 0.458, 0.757]]}